# 1
Density functional theory data (the ωB97M-V functional and the def2-TZVPD basis) for 2 unconnected molecules or ions with the total composition C4H9N4O in a non-equilibrium geometry.

The energy above the lowest of the compared OMol25 structures with the same formula, charge and spin comes out at 165.3 kcal/mol. Its frontier orbital gap is 9.097 eV. The spin multiplicity is 1. Its charge is +1. As for the largest force on an atom: 5.59 eV Å⁻¹.

Geometry (Å):
O  0.34  3.25  0.34
N  0.41  2.59  1.58
N  1.44  2.41  -0.07
N  -1.09  -0.32  0.02
N  0.77  -1.42  -0.23
C  -1.51  -1.47  -0.84
C  1.32  1.76  1.14
C  -0.20  -2.27  -0.89
C  0.22  -0.30  0.24
H  -0.14  2.63  2.42
H  -2.42  -1.82  -0.27
H  -1.81  -1.19  -1.80
H  1.88  1.09  1.75
H  1.41  2.06  -1.00
H  1.72  -1.49  -0.62
H  -1.86  0.15  0.41
H  -0.54  -3.22  -0.34
H  0.06  -2.44  -1.84

The molecule's Mulliken atomic charges, reported in e, are given here:
1. O -0.15
2. N 0.06
3. N -0.09
4. N -0.11
5. N -0.13
6. C -0.50
7. C 0.05
8. C -0.51
9. C -0.33
10. H 0.28
11. H 0.31
12. H 0.26
13. H 0.39
14. H 0.35
15. H 0.29
16. H 0.22
17. H 0.23
18. H 0.38

# 2
Density functional theory data (the ωB97M-V functional and the def2-TZVPD basis) for a gas-phase ion, C16H27N2O3 (charge +1).

The energy above the lowest of the compared OMol25 structures with the same formula, charge and spin comes out at 27.7 kcal/mol. Its frontier orbital gap is 7.340 eV. The spin multiplicity is 1. Its charge is +1. As for the largest force on an atom: 0.75 eV Å⁻¹. As for the SMILES: CCCOc1ccc(C(=O)OCCN(CC)CC)cc1[NH3+].

Geometry (Å):
O  1.22  2.13  -1.12
O  -3.22  -0.82  2.11
O  -0.31  2.04  -2.78
N  -0.65  -0.86  2.52
N  3.06  0.25  -1.91
C  2.24  2.56  -2.02
C  -2.54  -0.15  1.16
C  -0.85  1.17  -0.64
C  -4.65  -0.92  2.03
C  5.58  0.54  -1.83
C  -1.15  -0.13  1.34
C  -2.23  1.14  -0.84
C  -5.14  -1.70  3.24
C  2.01  -1.93  -1.55
C  2.90  -1.08  -2.47
C  -4.98  -0.92  4.54
C  2.78  1.36  -2.80
C  -3.07  0.50  0.05
C  0.03  1.83  -1.65
C  4.25  0.41  -1.08
C  -0.30  0.52  0.46
H  -5.08  0.09  2.02
H  2.43  -1.02  -3.45
H  -3.94  -0.66  4.71
H  1.03  -1.46  -1.46
H  -1.50  -1.24  2.97
H  6.40  0.51  -1.12
H  2.45  -2.02  -0.57
H  4.30  -0.47  -0.43
H  3.86  -1.59  -2.60
H  1.88  -2.92  -1.97
H  5.63  1.49  -2.37
H  -5.33  -1.52  5.37
H  -0.15  -0.23  3.17
H  -4.13  0.50  -0.13
H  1.83  3.30  -2.72
H  3.00  3.02  -1.39
H  -5.56  0.00  4.50
H  3.65  1.69  -3.39
H  4.10  1.28  -0.44
H  -4.91  -1.44  1.10
H  5.71  -0.27  -2.54
H  -4.59  -2.65  3.30
H  0.77  0.53  0.60
H  -2.63  1.63  -1.72
H  -6.19  -1.94  3.08
H  -0.01  -1.62  2.25
H  2.01  1.04  -3.51

The molecule's Mulliken atomic charges, reported in e, are given here:
1. O -0.29
2. O -0.40
3. O -0.60
4. N 0.04
5. N 0.63
6. C -0.79
7. C 1.03
8. C 0.14
9. C -0.76
10. C -1.21
11. C -0.20
12. C -1.15
13. C -0.59
14. C -0.99
15. C -0.72
16. C -1.09
17. C -0.97
18. C -0.41
19. C 0.32
20. C -0.72
21. C -0.59
22. H 0.48
23. H 0.46
24. H 0.24
25. H 0.11
26. H 0.34
27. H 0.43
28. H 0.22
29. H 0.36
30. H 0.29
31. H 0.48
32. H 0.30
33. H 0.36
34. H 0.40
35. H 0.47
36. H 0.42
37. H 0.42
38. H 0.32
39. H 0.39
40. H 0.34
41. H 0.49
42. H 0.27
43. H 0.28
44. H 0.64
45. H 0.51
46. H 0.39
47. H 0.40
48. H 0.53

# 3
Density functional theory data (the ωB97M-V functional and the def2-TZVPD basis) for 6 unconnected molecules or ions with the total composition C42H83BrF5N3O28P6 in a non-equilibrium geometry.

Its frontier orbital gap is 8.217 eV. The spin multiplicity is 1. As for the largest force on an atom: 2.76 eV Å⁻¹. As for the SMILES: C#C[C@]1(P(N)O)[C@](OCCNC[C@@H](C)O)(ON=O)O[C@@H](CCCBr)[C@]1(COCCOCC)C(F)(F)c1cccc(C(F)(F)F)c1.COP(=O)(OC)OC.COP(=O)(OC)OC.COP(=O)(OC)OC.COP(=O)(OC)OC.COP(=O)(OC)OC.

Geometry (Å):
Br  7.02  3.04  0.17
P  -8.89  -0.49  6.36
P  -1.45  -0.12  6.26
P  -0.13  0.25  -1.04
P  3.90  0.63  3.42
P  0.81  6.00  4.53
P  1.93  -10.88  -3.83
F  1.80  3.26  -4.33
F  3.74  2.76  -3.47
F  -0.06  0.55  -7.83
F  1.61  1.13  -9.07
F  1.18  -0.97  -8.79
O  1.92  5.06  4.69
O  4.87  -0.48  4.03
O  3.62  1.67  4.57
O  -2.89  0.14  6.87
O  -0.29  5.61  3.47
O  2.88  -9.77  -3.86
O  -1.20  -1.49  5.81
O  -4.94  2.82  -6.77
O  4.36  1.19  2.15
O  1.27  7.48  4.16
O  -1.75  0.02  -1.12
O  1.90  -11.71  -2.48
O  -7.90  0.04  7.49
O  -0.50  3.82  -3.05
O  3.08  -3.96  -2.33
O  -8.81  0.56  5.18
O  -1.41  1.00  5.15
O  2.49  -0.08  3.35
O  0.21  5.81  -3.32
O  2.19  -12.05  -4.87
O  -1.47  2.76  -1.20
O  -0.09  6.20  5.81
O  0.64  3.39  -1.11
O  2.37  -0.57  -2.52
O  -8.66  -1.89  5.99
O  0.41  -10.44  -4.03
O  -0.46  0.37  7.41
O  -10.32  -0.17  6.94
N  0.08  1.11  0.42
N  -4.40  2.99  -3.47
N  -0.39  5.18  -2.56
C  2.85  3.10  -0.30
C  1.19  0.21  -8.15
C  3.40  -5.12  -3.08
C  0.12  4.93  2.27
C  -0.22  0.92  -3.58
C  -7.87  0.35  4.12
C  0.79  8.17  3.01
C  -4.30  2.01  -5.76
C  3.08  -2.77  -3.10
C  -0.35  2.87  -2.01
C  3.84  0.34  -4.84
C  2.17  -11.00  -1.26
C  4.46  2.84  4.69
C  5.32  2.44  -0.59
C  2.50  2.24  -3.80
C  -0.46  0.88  4.08
C  0.33  1.56  -2.41
C  3.20  -0.66  -6.93
C  5.40  -0.39  5.35
C  2.13  0.22  -6.97
C  4.30  3.58  -0.51
C  -10.98  -1.20  7.70
C  1.96  3.07  -1.56
C  2.65  -5.25  -4.41
C  1.90  1.13  -5.96
C  1.89  1.77  -2.46
C  -4.30  0.54  -6.26
C  0.33  1.55  7.28
C  2.66  0.63  -1.85
C  -0.76  0.41  -4.50
C  0.53  6.10  7.10
C  -3.52  -0.94  7.57
C  2.71  -11.72  -6.17
C  2.76  1.20  -4.87
C  -3.15  2.36  -3.00
C  -2.73  3.13  -1.77
C  3.27  -1.59  -2.16
C  -7.09  1.21  7.31
C  4.05  -0.58  -5.85
C  -5.09  2.18  -4.47
C  -0.42  -11.00  -5.05
C  2.17  -0.73  2.11
H  3.82  3.70  4.86
H  5.13  2.71  5.54
H  6.18  0.37  5.39
H  1.08  9.22  3.11
H  1.06  5.15  7.19
H  1.36  -10.30  -1.05
H  3.91  -2.80  -3.82
H  4.30  -1.24  -2.23
H  5.84  -1.35  5.59
H  -1.83  -0.93  -1.27
H  -6.26  0.99  6.63
H  2.22  -11.74  -0.47
H  -2.42  2.52  -3.79
H  -3.57  -1.83  6.95
H  -0.78  1.59  0.69
H  -11.03  -2.12  7.13
H  -0.30  8.12  2.94
H  4.48  -5.14  -3.28
H  1.23  6.92  7.25
H  3.49  -12.43  -6.41
H  -0.26  6.14  7.85
H  3.12  -10.71  -6.20
H  1.24  7.77  2.11
H  -4.53  -0.63  7.81
H  -6.68  1.48  8.27
H  3.73  0.84  -1.97
H  1.13  -1.04  2.15
H  -7.67  2.04  6.93
H  2.29  -0.01  1.30
H  -3.34  1.31  -2.79
H  0.06  5.62  1.43
H  -11.99  -0.85  7.91
H  1.91  -11.81  -6.91
H  -0.97  1.12  3.14
H  -10.45  -1.37  8.64
H  4.56  4.26  0.28
H  0.34  1.59  4.23
H  2.39  3.85  0.34
H  -2.99  -1.17  8.50
H  2.13  -2.62  -3.61
H  1.06  1.79  -6.03
H  -0.28  2.40  6.95
H  -5.01  3.12  -2.67
H  2.55  -6.29  -4.70
H  2.85  2.18  0.28
H  -7.49  -0.67  4.11
H  3.22  -4.74  -5.18
H  -2.80  4.20  -1.95
H  1.13  4.54  2.36
H  5.04  3.00  3.79
H  1.67  -4.79  -4.38
H  -5.42  1.21  -4.09
H  -8.38  0.55  3.18
H  -0.14  -10.60  -6.03
H  -1.44  -10.70  -4.84
H  3.40  -1.37  -7.72
H  -7.05  1.06  4.23
H  3.12  -5.96  -2.46
H  4.62  -0.17  6.08
H  -0.57  4.11  2.09
H  5.55  2.19  -1.61
H  -0.05  -0.13  4.01
H  2.46  0.50  -0.78
H  4.55  0.38  -4.03
H  2.81  -1.60  1.94
H  -4.79  -0.13  -5.57
H  2.26  3.97  -2.10
H  -4.85  0.50  -7.19
H  -3.29  0.19  -6.47
H  4.89  -1.25  -5.79
H  3.10  -1.94  -1.13
H  -6.00  2.72  -4.75
H  0.84  1.76  0.34
H  1.15  1.39  6.58
H  4.32  4.16  -1.43
H  -0.37  -12.08  -5.06
H  -4.42  2.70  -7.56
H  4.96  1.57  -0.06
H  0.74  1.78  8.26
H  -3.28  2.37  -5.68
H  -1.25  -0.32  -5.10
H  3.12  -10.48  -1.33
H  -3.46  2.92  -0.99

Results of the Mulliken charge analysis, in e, for atoms 1 through 99:
1. Br -0.19
2. P 1.08
3. P 1.03
4. P -0.33
5. P 0.22
6. P 0.64
7. P 1.12
8. F -0.34
9. F -0.33
10. F -0.19
11. F -0.29
12. F -0.30
13. O -0.35
14. O -0.40
15. O 0.13
16. O -0.24
17. O -0.30
18. O -0.64
19. O -0.71
20. O -0.61
21. O -0.23
22. O -0.41
23. O -0.39
24. O -0.34
25. O -0.29
26. O -0.52
27. O -0.44
28. O -0.33
29. O -0.37
30. O -0.12
31. O -0.33
32. O -0.36
33. O -0.04
34. O -0.27
35. O -0.30
36. O 0.27
37. O -0.68
38. O -0.31
39. O -0.39
40. O -0.32
41. N -0.06
42. N -0.43
43. N 0.24
44. C -0.03
45. C 0.93
46. C -0.28
47. C -0.67
48. C -0.89
49. C -0.72
50. C -0.66
51. C 0.96
52. C -0.46
53. C 0.19
54. C -0.23
55. C -0.66
56. C -0.58
57. C -0.54
58. C 0.78
59. C -0.36
60. C 1.37
61. C -1.08
62. C -0.66
63. C 0.20
64. C -1.22
65. C -0.68
66. C -1.51
67. C -0.98
68. C -0.56
69. C 2.68
70. C -1.38
71. C -0.59
72. C -1.15
73. C -0.88
74. C -0.62
75. C -0.61
76. C -0.70
77. C -0.09
78. C 0.72
79. C -1.23
80. C -0.57
81. C -0.57
82. C -0.69
83. C -1.10
84. C -0.64
85. C -0.62
86. H 0.07
87. H 0.29
88. H 0.27
89. H 0.29
90. H 0.22
91. H 0.30
92. H 0.42
93. H 0.21
94. H 0.28
95. H 0.46
96. H 0.19
97. H 0.23
98. H -0.27
99. H 0.35

# 4
Density functional theory data (the ωB97M-V functional and the def2-TZVPD basis) for 10 unconnected molecules or ions with the total composition C39H46N3O33PS2 in a non-equilibrium geometry.

Its frontier orbital gap is 8.110 eV. The spin multiplicity is 1. As for the largest force on an atom: 2.20 eV Å⁻¹. As for the SMILES: O=C1c2c(S)ccc(CCSc3nnco3)c2C(=O)N1P(=O)(O)O.O=C1OCCO1.O=C1OCCO1.O=C1OCCO1.O=C1OCCO1.O=C1OCCO1.O=C1OCCO1.O=C1OCCO1.O=C1OCCO1.O=C1OCCO1.

Geometry (Å):
S  1.65  1.20  5.62
S  -1.56  3.60  -1.29
P  4.51  3.72  -0.99
O  5.90  -3.48  -10.14
O  5.50  -2.18  -8.34
O  -3.20  -0.82  5.74
O  -4.99  0.68  9.87
O  -1.09  -0.67  -8.38
O  -0.52  -2.09  1.66
O  -3.33  -0.37  -8.36
O  -1.64  4.00  8.44
O  4.96  2.89  -2.09
O  3.91  -2.53  -9.89
O  3.85  1.96  1.46
O  3.20  -8.58  -1.67
O  4.30  5.21  -1.50
O  3.99  -7.48  0.13
O  -1.61  -1.18  4.18
O  -1.11  -1.27  6.37
O  -7.16  1.26  9.70
O  1.65  -1.00  -6.24
O  5.60  3.77  0.17
O  -2.81  4.76  6.70
O  1.91  3.80  6.03
O  -5.93  1.00  7.86
O  -3.11  0.52  -5.26
O  -3.76  -0.54  -3.38
O  0.37  -4.12  1.93
O  -1.63  0.14  -3.64
O  1.71  -2.34  1.59
O  -2.28  -0.85  -10.28
O  1.48  1.24  -6.38
O  3.49  0.23  -6.39
O  1.54  4.46  -1.60
O  -3.82  3.46  8.24
O  1.92  -7.08  -0.58
N  3.33  4.00  7.69
N  3.17  2.64  7.43
N  3.02  3.17  -0.34
C  -0.87  0.61  -4.77
C  0.79  2.82  0.01
C  -0.69  4.58  7.54
C  -1.81  -0.88  7.56
C  -2.13  -0.63  -8.94
C  -1.02  -4.25  2.27
C  2.26  1.47  3.92
C  2.59  4.64  6.86
C  2.93  2.35  0.81
C  -4.29  -0.19  -9.39
C  -0.58  1.22  1.76
C  2.03  -6.42  0.68
C  3.93  -1.10  -6.09
C  2.33  2.57  6.46
C  -2.85  4.02  7.83
C  3.53  -6.34  0.87
C  -1.94  1.26  -5.61
C  5.06  -4.07  -11.13
C  2.14  0.25  -6.34
C  0.81  1.29  1.89
C  1.47  2.09  0.98
C  -0.59  2.75  -0.10
C  -7.29  1.13  7.41
C  -3.25  -1.04  7.16
C  -3.68  -0.95  -10.55
C  1.50  0.51  2.98
C  5.14  -2.68  -9.36
C  1.76  3.61  -0.79
C  -7.96  1.75  8.62
C  -1.95  -1.10  5.32
C  3.92  -3.08  -11.21
C  3.05  -7.79  -0.79
C  -1.27  1.92  0.79
C  2.72  -1.93  -6.45
C  -1.56  5.45  6.66
C  0.62  -2.81  1.71
C  -2.91  -0.01  -4.03
C  -5.94  0.96  9.21
C  -1.62  -3.01  1.64
H  -1.43  -5.17  1.87
H  1.55  -7.03  1.45
H  3.96  -5.43  0.43
H  -1.70  6.45  7.07
H  2.02  2.50  3.67
H  4.17  -1.15  -5.02
H  -7.91  2.84  8.61
H  2.60  -2.81  -5.82
H  -0.41  -0.24  -5.26
H  -2.09  2.31  -5.36
H  -9.00  1.44  8.74
H  2.96  -3.54  -11.44
H  -1.12  -4.25  3.36
H  -3.63  -2.04  7.34
H  -1.92  -3.17  0.60
H  2.21  -0.17  2.53
H  0.74  -0.03  3.53
H  3.84  -6.40  1.91
H  -2.35  1.84  0.72
H  -1.20  5.53  5.64
H  4.10  -2.27  -11.92
H  -4.39  0.88  -9.60
H  2.72  -2.23  -7.50
H  -5.26  -0.58  -9.09
H  -1.73  1.18  -6.68
H  -3.97  -2.00  -10.56
H  -1.14  0.58  2.43
H  -0.10  1.31  -4.46
H  5.28  4.16  1.00
H  4.82  -1.36  -6.68
H  -1.52  -1.51  8.40
H  1.56  -5.45  0.66
H  -0.20  3.79  6.98
H  -3.91  -0.51  -11.52
H  -0.72  4.45  -1.89
H  -2.46  -2.61  2.19
H  4.74  -5.05  -10.79
H  2.47  5.70  6.73
H  -7.34  1.76  6.53
H  4.08  5.79  -0.75
H  0.06  5.15  8.09
H  3.34  1.35  3.90
H  -1.55  0.16  7.79
H  -3.90  -0.32  7.64
H  5.59  -4.18  -12.07
H  -7.68  0.14  7.18

Results of the Mulliken charge analysis, in e, for atoms 1 through 99:
1. S -0.15
2. S -0.29
3. P 0.60
4. O -0.34
5. O -0.53
6. O -0.32
7. O -0.52
8. O -0.45
9. O -0.10
10. O -0.23
11. O -0.37
12. O -0.62
13. O -0.26
14. O -0.56
15. O -0.53
16. O -0.47
17. O -0.34
18. O -0.61
19. O -0.28
20. O -0.36
21. O -0.36
22. O -0.48
23. O -0.34
24. O -0.22
25. O -0.24
26. O -0.37
27. O -0.59
28. O -0.37
29. O -0.33
30. O -0.54
31. O -0.34
32. O -0.57
33. O -0.37
34. O -0.59
35. O -0.54
36. O -0.34
37. N -0.43
38. N -0.37
39. N 0.41
40. C 0.22
41. C -0.65
42. C 0.31
43. C -0.31
44. C 0.62
45. C -0.29
46. C -0.98
47. C -0.05
48. C 0.34
49. C -0.34
50. C -0.61
51. C 0.21
52. C -0.22
53. C 0.59
54. C 0.60
55. C -0.34
56. C -0.30
57. C -0.35
58. C 0.75
59. C 0.86
60. C 0.82
61. C 0.80
62. C -0.34
63. C 0.37
64. C -0.35
65. C -0.71
66. C 0.60
67. C 0.32
68. C -0.36
69. C 0.65
70. C -0.30
71. C 0.64
72. C -1.34
73. C -0.18
74. C -0.36
75. C 0.58
76. C 0.60
77. C 0.67
78. C -0.50
79. H 0.37
80. H 0.13
81. H 0.29
82. H 0.26
83. H 0.42
84. H 0.28
85. H 0.26
86. H 0.34
87. H -0.10
88. H 0.23
89. H 0.30
90. H 0.30
91. H 0.21
92. H 0.30
93. H 0.38
94. H 0.32
95. H 0.15
96. H 0.30
97. H 0.47
98. H 0.30
99. H 0.26

# 5
Density functional theory data (the ωB97M-V functional and the def2-TZVPD basis) for 2 unconnected molecules or ions with the total composition C9H6N4O in a non-equilibrium geometry.

The energy above the lowest of the compared OMol25 structures with the same formula, charge and spin comes out at 17.4 kcal/mol. Its frontier orbital gap (spin up / spin down) is 6.796 / 5.710 eV. The spin multiplicity is 3. As for the largest force on an atom: 3.26 eV Å⁻¹.

Geometry (Å):
O  -4.19  -0.19  1.47
N  -1.57  0.52  -0.25
N  -3.43  3.00  1.26
N  -2.64  -1.77  2.29
N  -0.67  -0.29  0.00
C  2.79  0.64  -1.20
C  3.48  -0.46  -0.73
C  -2.73  0.95  -0.08
C  1.44  0.77  -1.00
C  2.79  -1.40  -0.05
C  -3.14  2.02  0.74
C  1.40  -1.35  0.07
C  -3.42  -0.90  2.00
C  0.66  -0.19  -0.33
H  3.39  -2.30  -0.06
H  -3.46  0.72  -0.85
H  0.85  -2.12  0.75
H  0.78  1.62  -1.29
H  3.23  1.43  -1.80
H  4.47  -0.69  -0.93

The molecule's Mulliken atomic charges, reported in e, are given here:
1. O -0.36
2. N 0.00
3. N -0.41
4. N -0.38
5. N -0.17
6. C -0.52
7. C -0.32
8. C -0.45
9. C -0.23
10. C -0.47
11. C 0.53
12. C -0.24
13. C 0.71
14. C 0.35
15. H 0.26
16. H 0.34
17. H 0.26
18. H 0.30
19. H 0.34
20. H 0.43

# 6
Density functional theory data (the ωB97M-V functional and the def2-TZVPD basis) for a single C4H8N2O2 molecule in a non-equilibrium geometry.

The energy above the lowest of the compared OMol25 structures with the same formula, charge and spin comes out at 129.5 kcal/mol. Its frontier orbital gap is 9.235 eV. The spin multiplicity is 1. As for the largest force on an atom: 5.68 eV Å⁻¹. As for the SMILES: NC[C@H]1CON=CO1.

Geometry (Å):
O  1.22  0.48  0.13
O  -0.35  -0.78  -1.70
N  -1.42  0.79  2.17
N  0.73  -0.04  -2.14
C  -0.40  -0.17  1.93
C  -0.87  -0.51  -0.48
C  1.36  0.65  -1.16
C  0.19  -0.39  0.45
H  -1.54  -1.37  -0.29
H  -0.95  1.77  2.26
H  -0.79  -1.20  2.18
H  0.48  -0.31  2.67
H  -2.30  0.55  2.85
H  2.21  1.30  -1.62
H  0.70  -1.34  0.53
H  -1.62  0.23  -0.69

The molecule's Mulliken atomic charges, reported in e, are given here:
1. O -0.32
2. O -0.24
3. N -0.49
4. N -0.29
5. C -0.82
6. C -0.52
7. C 0.01
8. C 0.39
9. H 0.34
10. H 0.23
11. H 0.42
12. H 0.28
13. H 0.24
14. H 0.32
15. H 0.17
16. H 0.27